Density functional theory data (ωB97M-V/def2-TZVPD) for a 2-piece molecular cluster, C5H12NO overall at a distorted geometry.

Structure (XYZ):
```
19
Properties=species:S:1:pos:R:3:lowdin_charge:R:1
C 1.133 -1.386 -1.903 -0.0527
C 0.741 0.158 -1.663 -0.1649
C -0.258 0.634 -0.566 -0.2563
C -1.578 0.900 -0.737 0.1501
C 1.244 0.163 1.320 0.2269
N 0.015 0.203 0.767 0.0502
H 0.821 -1.873 -1.030 0.0346
H 0.515 -1.713 -2.786 0.0941
H 2.156 -1.624 -2.176 0.0767
H 1.623 0.640 -1.356 0.0611
H 0.514 0.583 -2.679 0.1326
H -2.142 1.049 -1.694 0.1153
H -2.263 0.663 0.009 0.0495
H 1.555 0.181 2.312 0.0880
H 2.007 -0.283 0.533 0.1539
H -0.801 0.053 1.432 0.1387
H -1.639 -0.071 3.880 0.0500
H -2.138 1.213 3.178 0.0604
O -1.505 0.510 3.158 -0.0081
```

The spin multiplicity is 1. As for the relative energy (zero: lowest compared OMol25 entry of this formula, charge and spin): 280.59 kJ/mol. The total charge is +1. As for the largest force on an atom: 6.7 eV/Å.



Density functional theory data (ωB97M-V/def2-TZVPD) for an isolated ion of composition C5H12NO and charge +1 at a distorted geometry.

Structure (XYZ):
```
19
Properties=species:S:1:pos:R:3:lowdin_spin:R:1
C -1.332 0.736 -0.924 0.6532
C 1.055 0.189 -0.290 0.6414
C -2.345 0.486 -2.041 0.0857
C 1.725 -1.206 -0.407 0.0670
C 0.566 -0.288 2.254 0.0358
N 0.929 0.721 1.118 0.0686
O -0.175 0.110 -0.917 0.3224
H -1.460 1.524 -0.143 0.0383
H -1.764 0.290 -2.937 0.0107
H -3.064 1.193 -2.290 0.0031
H -2.883 -0.369 -1.870 0.0238
H 2.458 -1.251 0.406 -0.0006
H 1.977 -1.335 -1.466 0.0058
H 0.850 -1.926 -0.090 0.0233
H 0.237 -1.194 1.701 0.0024
H 1.518 -0.514 2.721 0.0014
H -0.211 0.282 2.832 0.0033
H 1.744 1.163 1.336 0.0098
H 0.175 1.388 1.006 0.0048
```

The spin multiplicity is 3. As for the relative energy (zero: lowest compared OMol25 entry of this formula, charge and spin): 106.96 kJ/mol. The total charge is +1. As for the largest force on an atom: 5.0 eV/Å.



Electronic energy in Ha, matching the order above: -327.35271; -327.25555